Density functional theory data (ωB97M-V/def2-TZVPD) for a single C31H41ClN4O4 molecule.

Structure (XYZ):
```
81
Properties=species:S:1:pos:R:3:forces:R:3:mulliken_charge:R:1
C 2.5250 6.2541 -2.1762 -0.23 0.00 0.13 -1.611
H 2.2885 6.2929 -3.2374 0.03 -0.01 -0.13 0.406
H 3.0215 7.1831 -1.9025 0.10 0.08 0.00 0.427
H 3.2217 5.4367 -2.0144 0.14 -0.07 -0.03 0.253
C 1.2471 6.0765 -1.3577 -0.04 0.05 -0.01 0.428
C 0.4866 4.8015 -1.7352 0.19 0.01 -0.03 -1.336
H 0.3762 4.7349 -2.8189 -0.05 0.01 -0.07 0.477
H -0.5091 4.8419 -1.2909 -0.07 -0.06 -0.02 0.407
C 1.1875 3.5478 -1.2158 -0.35 0.10 -0.10 0.080
N 1.3190 3.6395 0.2229 0.01 0.16 -0.05 0.270
C 2.1718 4.7463 0.5943 -0.13 0.21 0.11 -0.510
H 2.2833 4.7503 1.6823 0.06 -0.01 -0.03 0.450
H 3.1827 4.6686 0.1532 0.00 -0.04 0.07 0.229
C 1.5215 6.0553 0.1492 0.12 -0.04 -0.07 -1.230
H 2.1613 6.8950 0.4285 0.00 0.07 0.02 0.475
H 0.5726 6.1561 0.6786 0.00 0.02 0.08 0.363
C 1.5632 2.4038 0.9216 0.18 -0.22 0.11 -1.419
C 2.9133 1.6944 0.6662 -0.34 0.03 -0.13 -0.411
C 2.8850 0.7112 -0.5070 0.20 0.31 -0.04 -1.431
N 1.9361 -0.3604 -0.3325 0.34 -0.05 0.23 0.296
C 0.8201 -0.4904 -1.0764 -0.39 -0.60 0.09 0.276
O 0.4481 0.2503 -1.9640 -0.17 0.30 -0.35 -0.790
C 0.1087 -1.7511 -0.6332 0.28 0.16 -0.06 -0.240
H -0.7531 -1.4903 -0.0163 0.11 0.05 -0.03 0.442
C -0.2128 -2.7727 -1.7303 0.18 -0.19 0.00 -0.284
C -1.7037 -2.9683 -1.9359 0.60 0.28 -0.06 0.208
O -2.2808 -4.0162 -1.7580 -0.15 -0.33 0.04 -0.688
N -2.2699 -1.7986 -2.3431 0.05 0.39 -0.10 0.059
C -3.6041 -1.5240 -2.6439 -0.45 -0.02 -0.07 0.707
C -4.6055 -2.4901 -2.5990 0.10 -0.20 0.06 -0.585
C -5.9052 -2.1422 -2.9181 0.03 0.19 -0.04 -0.573
C -6.2319 -0.8476 -3.2830 -0.06 0.06 -0.02 -0.559
C -5.2273 0.1061 -3.3229 0.08 -0.29 0.08 0.176
C -3.9207 -0.2158 -3.0081 -0.05 -0.06 0.01 -0.665
H -3.1502 0.5396 -3.0431 0.07 0.11 -0.01 0.538
Cl -5.6087 1.7307 -3.7755 -0.04 0.20 -0.05 -0.227
H -7.2456 -0.5788 -3.5325 -0.08 0.06 -0.03 0.416
H -6.6785 -2.8942 -2.8828 -0.07 -0.07 0.01 0.382
H -4.3592 -3.4994 -2.3162 0.01 -0.02 0.01 0.507
H -1.6449 -1.0024 -2.4283 0.05 -0.15 0.03 -0.034
H 0.2331 -2.4538 -2.6787 -0.08 0.01 0.07 0.604
C 0.6150 -3.9888 -1.2061 -0.54 -0.23 -0.24 -0.116
C 0.0431 -4.4203 0.1281 0.25 -0.05 0.08 -0.903
C 0.4505 -3.5128 1.0084 0.25 -0.11 -0.09 -0.840
H 0.2296 -3.4056 2.0509 -0.19 -0.02 0.28 0.503
C 1.2049 -2.5033 0.1743 -0.40 0.17 0.20 0.778
C 2.1247 -1.3971 0.6684 -0.22 -0.03 -0.05 0.399
H 3.1703 -1.7207 0.6826 -0.05 0.00 0.04 0.706
C 1.6348 -0.9233 2.0475 0.58 -0.27 -0.22 -0.558
O 0.5405 -0.4225 2.1869 -0.42 0.18 -0.09 -0.664
N 2.4990 -1.1375 3.0546 0.19 -0.13 0.27 0.045
H 3.3970 -1.5574 2.8713 -0.07 0.03 -0.16 0.411
C 2.2193 -0.7596 4.4285 0.17 0.00 0.09 -0.226
C 3.0685 0.4447 4.8415 -0.40 0.06 0.06 -0.441
C 2.7578 0.8379 6.2826 0.33 -0.08 0.00 -0.870
C 3.0074 -0.3365 7.2237 -0.32 0.09 0.04 -0.684
C 2.1655 -1.5391 6.8084 0.35 -0.08 0.00 -0.677
C 2.4739 -1.9371 5.3676 -0.38 0.13 0.04 -0.640
H 1.8547 -2.7856 5.0702 0.05 -0.04 -0.07 0.316
H 3.5221 -2.2388 5.2898 0.08 -0.06 -0.04 0.338
H 2.3647 -2.3820 7.4724 -0.10 -0.01 0.02 0.365
H 1.1067 -1.2873 6.8935 -0.09 -0.03 0.04 0.334
H 2.7627 -0.0492 8.2475 0.08 -0.01 0.05 0.327
H 4.0657 -0.6062 7.1962 0.08 -0.01 0.05 0.315
H 3.3772 1.6882 6.5731 -0.08 0.06 0.01 0.371
H 1.7124 1.1443 6.3533 -0.06 0.08 0.03 0.361
H 2.8618 1.2813 4.1712 0.06 -0.01 -0.08 0.069
H 4.1276 0.1883 4.7512 0.08 -0.01 -0.06 0.347
H 1.1607 -0.4816 4.4518 0.11 -0.04 0.04 0.341
O 1.8096 -3.3254 -0.8170 0.32 0.38 -0.12 -0.676
H -0.5897 -5.2733 0.2599 -0.23 -0.15 0.12 0.519
H 0.8058 -4.7665 -1.9387 0.03 0.02 0.01 0.643
H 3.8822 0.2726 -0.6426 -0.09 0.04 -0.07 0.347
H 2.5960 1.2203 -1.4277 0.10 -0.07 0.04 0.733
H 3.2039 1.1536 1.5697 0.11 0.04 0.05 0.327
H 3.6853 2.4403 0.4695 0.11 -0.01 0.06 0.579
H 1.4892 2.6272 1.9904 -0.05 -0.08 -0.02 0.316
H 0.7482 1.7171 0.6807 0.01 -0.01 0.11 0.664
H 0.5888 2.6682 -1.4593 0.11 -0.02 -0.04 0.051
H 2.1675 3.4458 -1.7149 0.00 -0.09 -0.02 0.155
H 0.6016 6.9367 -1.5734 0.03 -0.07 0.03 0.355
```
Forces are in eV/Å.

The value obtained for the electronic energy is -59487.330 eV. The LUMO energy comes out at 0.4596 eV. The energy above the lowest of the compared OMol25 structures with the same formula, charge and spin is 0.429 eV. As for the largest force on an atom: 0.72 eV/A. The SMILES is CC1CCN(CCCN2C(=O)[C@H]3[C@H](C(=O)Nc4cccc(Cl)c4)[C@@H]4C=C[C@]3(O4)[C@@H]2C(=O)NC2CCCCC2)CC1.